Record 1
The following is a quantum chemistry calculation of C29H39AuBN9OS2 as an isolated structure, from the Open Molecules 2025 dataset.

XYZ file:
```
82
Properties=species:S:1:pos:R:3
Au -1.08 0.52 0.62
C 1.02 1.44 3.12
C 1.10 2.25 1.88
C 1.92 3.35 1.58
C 1.58 3.72 0.30
N 0.60 2.90 -0.15
N 0.34 1.99 0.82
B 0.07 2.68 -1.57
N 0.74 1.37 -2.09
C 0.23 0.28 -2.58
C 1.29 -0.66 -2.71
C 2.46 0.06 -2.26
C 3.87 -0.44 -2.23
N 2.13 1.25 -1.88
N -1.46 2.57 -1.63
C -2.33 3.25 -2.43
C -3.60 3.03 -1.98
C -3.47 2.20 -0.85
C -4.54 1.70 0.05
N -2.18 1.92 -0.67
N 0.51 3.88 -2.46
C 0.23 5.25 -2.22
C 0.75 5.96 -3.24
C 1.36 5.01 -4.08
C 2.10 5.17 -5.33
N 1.17 3.72 -3.55
H 1.76 1.77 3.84
H 1.20 0.38 2.91
H 0.03 1.54 3.58
H 2.64 3.82 2.22
H 1.99 4.50 -0.32
H -0.82 0.18 -2.81
H 1.22 -1.66 -3.11
H 3.90 -1.52 -2.27
H 4.38 -0.08 -1.34
H 4.41 -0.05 -3.10
H -1.99 3.83 -3.27
H -4.51 3.43 -2.39
H -5.27 1.11 -0.50
H -5.07 2.54 0.49
H -4.13 1.10 0.86
H -0.32 5.54 -1.34
H 0.73 7.03 -3.38
H 2.16 6.21 -5.64
H 1.63 4.57 -6.12
H 3.11 4.75 -5.21
S -4.22 -2.72 -0.06
C -3.18 -1.41 -0.36
N -2.45 -1.03 0.65
C -2.68 -1.81 1.79
C -2.07 -1.67 3.03
C -2.45 -2.54 4.04
C -3.41 -3.53 3.82
C -4.02 -3.68 2.59
C -3.64 -2.80 1.57
H -3.15 -0.92 -1.32
H -1.33 -0.90 3.21
H -2.00 -2.45 5.02
H -3.69 -4.19 4.63
H -4.77 -4.44 2.42
C 3.02 -2.39 3.24
C 3.09 -3.34 2.06
C 2.57 -2.72 0.76
S 0.81 -2.35 0.83
O 0.59 -1.15 -0.13
C 0.12 -3.75 -0.06
C 0.33 -5.09 0.65
C -0.30 -5.14 2.04
H 3.43 -2.86 4.14
H 2.00 -2.09 3.47
H 3.61 -1.48 3.05
H 2.54 -4.26 2.28
H 4.12 -3.64 1.88
H 2.76 -3.34 -0.12
H 3.03 -1.74 0.60
H 0.56 -3.73 -1.06
H -0.95 -3.52 -0.14
H 1.39 -5.32 0.69
H -0.12 -5.85 0.01
H 0.15 -4.43 2.73
H -0.18 -6.13 2.47
H -1.37 -4.92 1.99
```

Values from the calculation:
2S+1: 4
HOMO energy (alpha / beta) (eV): -16.4 / -16.4
Charge: +3
Orbital gap (alpha / beta) (eV): 8.988 / 5.091
F_max (eV Å⁻¹): 0.21
Total energy (Eh): -2652.494477

=====

Record 2
The following is a quantum chemistry calculation of C29H39Cl2O2P3Zr as an isolated structure at a distorted geometry, from the Open Molecules 2025 dataset.

XYZ file:
```
76
Properties=species:S:1:pos:R:3
P 0.24 0.48 -2.11
C -0.78 0.36 -3.59
C -1.57 1.44 -4.00
H -1.66 2.33 -3.38
C -2.24 1.38 -5.23
H -2.85 2.23 -5.55
C -2.13 0.25 -6.04
H -2.65 0.21 -7.00
C -1.35 -0.84 -5.61
H -1.26 -1.72 -6.24
C -0.68 -0.79 -4.39
H -0.08 -1.63 -4.05
C -0.35 1.88 -1.14
C -1.66 1.82 -0.64
H -2.32 1.00 -0.94
C -2.12 2.80 0.24
H -3.13 2.73 0.64
C -1.29 3.88 0.57
H -1.67 4.67 1.23
C 0.00 3.96 0.04
H 0.64 4.81 0.28
C 0.48 2.96 -0.80
H 1.48 3.04 -1.23
C 1.95 0.78 -2.58
C 2.22 1.69 -3.62
H 1.39 2.19 -4.13
C 3.53 1.97 -4.00
H 3.72 2.69 -4.79
C 4.59 1.32 -3.35
H 5.62 1.54 -3.65
C 4.33 0.40 -2.33
H 5.16 -0.10 -1.82
C 3.02 0.12 -1.95
H 2.83 -0.63 -1.18
Zr -0.11 -2.85 0.56
C 0.62 -1.84 2.70
C 0.85 -0.52 2.73
H 0.70 -2.49 3.58
C 0.78 0.23 1.39
O 2.12 0.72 1.14
H 2.19 1.06 0.23
C 0.33 -0.74 0.40
H 0.07 1.08 1.43
C 0.13 -1.01 -0.88
Cl -0.06 -4.73 2.20
Cl -0.32 -4.31 -1.39
P -2.59 -2.53 1.24
C -3.53 -4.07 1.54
H -3.29 -4.45 2.55
H -3.23 -4.83 0.81
H -4.60 -3.88 1.46
C -2.93 -1.59 2.76
H -2.50 -0.59 2.69
H -2.46 -2.10 3.61
H -4.02 -1.51 2.93
C -3.59 -1.68 -0.02
H -3.25 -1.99 -1.02
H -3.47 -0.59 0.07
H -4.65 -1.94 0.11
P 1.29 0.52 4.16
C 0.89 -0.33 5.67
C 0.30 2.01 3.97
H 1.40 -1.30 5.70
H -0.20 -0.48 5.75
H 1.23 0.29 6.51
H 0.58 2.55 3.05
H 0.48 2.66 4.84
H -0.77 1.75 3.93
C 3.03 0.90 4.02
H 3.60 -0.04 4.01
H 3.33 1.52 4.87
H 3.20 1.42 3.07
H -0.01 -2.00 -1.39
O 2.25 -3.47 0.37
H 2.29 -4.24 -0.23
H 2.51 -3.82 1.24
```

Values from the calculation:
2S+1: 1
HOMO energy (eV): -13.5
Charge: +2
Orbital gap (eV): 7.633
F_max (eV Å⁻¹): 4.34
Total energy (Eh): -3270.011114

=====

Record 3
The following is a quantum chemistry calculation of a 2-piece molecular cluster, C29H39ClF9NO10S2 overall at a distorted geometry, from the Open Molecules 2025 dataset.

XYZ file:
```
91
Properties=species:S:1:pos:R:3
C -5.25 -0.76 1.98
C -4.73 0.32 2.21
C -4.18 1.67 2.28
C -2.74 1.81 1.70
C -2.10 0.47 1.28
C -0.63 0.73 0.84
C -0.46 -0.05 -0.52
C -0.54 0.86 -1.75
C -1.83 1.68 -1.81
O -1.97 2.20 -3.14
C -1.50 3.50 -3.14
C -2.52 4.61 -2.96
O -0.34 3.75 -3.24
N 0.89 -0.64 -0.34
C 1.33 -1.54 -1.46
C 0.33 -2.62 -1.89
C -0.08 -2.54 -3.38
O -1.52 -2.59 -3.46
C -2.05 -1.65 -4.29
C -3.30 -0.99 -3.73
O -1.62 -1.39 -5.37
C 1.30 -0.91 1.11
C 2.81 -0.74 1.00
C 3.73 -1.72 1.24
C 0.94 -2.32 1.57
F -0.40 -2.42 1.48
F 1.38 -3.24 0.72
C 1.44 -2.81 2.98
F 2.16 -3.89 2.85
F 2.18 -1.94 3.64
F 0.42 -3.15 3.73
C 0.54 0.29 1.80
C 1.34 1.61 2.00
C 1.97 2.33 0.78
C 1.90 3.88 0.99
C 3.29 4.49 0.68
S 3.38 6.21 1.16
O 4.74 6.60 1.06
O 2.86 6.33 2.48
Cl 2.28 7.28 -0.19
C 0.13 -0.05 3.28
C -0.79 0.91 3.99
O -0.44 1.89 4.57
F -2.10 0.59 4.09
H -5.74 -1.67 1.75
H -4.84 2.35 1.74
H -4.22 1.99 3.32
H -2.81 2.48 0.84
H -2.13 2.34 2.44
H -2.76 0.11 0.49
H -2.15 -0.26 2.09
H -0.65 1.79 0.57
H -1.27 -0.75 -0.69
H 0.32 1.53 -1.85
H -0.54 0.21 -2.63
H -2.72 1.17 -1.47
H -1.68 2.56 -1.17
H -1.99 5.50 -2.62
H -3.26 4.36 -2.21
H -2.99 4.84 -3.91
H 1.46 0.18 -0.55
H 2.29 -2.02 -1.30
H 1.48 -0.88 -2.32
H -0.55 -2.71 -1.25
H 0.85 -3.58 -1.79
H 0.37 -1.69 -3.89
H 0.29 -3.43 -3.88
H -3.46 -0.03 -4.21
H -4.12 -1.65 -4.01
H -3.26 -0.95 -2.64
H 3.23 0.18 0.62
H 3.75 -2.70 0.76
H 4.51 -1.48 1.95
H 2.12 1.51 2.75
H 0.67 2.36 2.41
H 1.44 2.17 -0.16
H 3.03 2.13 0.67
H 1.68 4.15 2.02
H 1.21 4.33 0.26
H 4.02 3.98 1.31
H 3.57 4.34 -0.36
H -0.33 -1.03 3.38
H 1.05 0.01 3.84
C 2.22 -7.75 -0.39
F 2.60 -7.13 0.75
F 3.35 -8.13 -1.02
F 1.57 -8.86 -0.04
S 1.19 -6.66 -1.45
O 2.03 -5.50 -1.74
O 0.04 -6.34 -0.63
O 0.88 -7.45 -2.61
```

Values from the calculation:
2S+1: 1
HOMO energy (eV): -8.2
Orbital gap (eV): 6.393
F_max (eV Å⁻¹): 2.85
Total energy (Eh): -4090.705123

=====

Record 4
The following is a quantum chemistry calculation of C29H39IN7O3Pd as an isolated structure, from the Open Molecules 2025 dataset.

XYZ file:
```
80
Properties=species:S:1:pos:R:3
Pd -0.15 -0.15 0.40
C 4.17 -2.72 -0.22
C 3.98 -1.95 1.05
N 4.80 -2.18 2.06
C 4.59 -1.51 3.22
C 3.58 -0.60 3.39
C 3.48 0.11 4.71
O 2.34 -0.38 5.45
C 2.73 -0.28 2.31
C 1.67 0.69 2.50
N 1.09 1.35 1.54
C 0.39 2.52 1.85
C 0.66 3.28 3.01
C 0.00 4.46 3.29
C -0.95 4.97 2.42
C -1.20 4.27 1.24
C -0.55 3.08 0.97
I -1.00 2.16 -0.88
C 2.91 -0.98 1.08
O 2.18 -0.81 0.06
H 4.93 -3.48 -0.07
H 4.48 -2.05 -1.04
H 3.23 -3.18 -0.54
H 5.29 -1.73 4.03
H 3.38 1.19 4.54
H 4.40 -0.05 5.27
H 2.27 0.14 6.26
H 1.34 0.84 3.53
H 1.43 2.92 3.68
H 0.25 5.00 4.20
H -1.46 5.90 2.63
H -1.91 4.66 0.52
C 2.01 -4.37 2.40
C 1.57 -3.36 3.45
N 0.48 -3.86 4.30
C 0.74 -5.02 5.15
C 0.15 -6.32 4.62
C -0.77 -3.32 4.35
O -1.65 -3.81 5.05
C -1.05 -2.09 3.53
C -1.11 -0.84 4.15
C -1.55 0.24 3.42
C -1.93 0.05 2.09
N -1.87 -1.15 1.47
C -1.41 -2.18 2.20
H 2.80 -3.95 1.79
H 1.17 -4.63 1.74
H 2.39 -5.29 2.85
H 1.25 -2.45 2.96
H 2.42 -3.10 4.09
H 0.30 -4.81 6.13
H 1.82 -5.09 5.26
H -0.93 -6.25 4.59
H 0.43 -7.16 5.27
H 0.52 -6.54 3.61
H -0.83 -0.74 5.19
H -1.61 1.22 3.87
H -2.43 0.84 1.55
H -1.35 -3.14 1.68
C 0.90 -0.83 -3.06
N 0.23 -2.13 -3.21
C 1.17 -3.24 -3.30
C -0.91 -2.35 -2.42
N -1.20 -1.62 -1.41
N -1.65 -3.47 -2.82
C -2.79 -3.81 -2.00
C -1.88 -3.72 -4.24
H 1.75 -0.82 -3.75
H 1.26 -0.65 -2.06
H 0.21 -0.03 -3.35
H 1.94 -3.16 -2.52
H 1.67 -3.24 -4.27
H 0.65 -4.19 -3.17
H -2.09 -1.81 -0.99
H -2.50 -3.86 -0.95
H -3.16 -4.79 -2.29
H -3.61 -3.09 -2.10
H -1.07 -3.30 -4.83
H -2.82 -3.27 -4.58
H -1.93 -4.79 -4.43
```

Values from the calculation:
2S+1: 1
HOMO energy (eV): -3.0
Charge: -1
Orbital gap (eV): 5.449
F_max (eV Å⁻¹): 0.82
Total energy (Eh): -2163.075797

=====

Record 5
The following is a quantum chemistry calculation of C29H39N6O4S2Zn as an isolated structure at a distorted geometry, from the Open Molecules 2025 dataset.

XYZ file:
```
81
Properties=species:S:1:pos:R:3
Zn 10.03 15.85 11.71
N 10.45 16.47 13.71
C 9.24 16.35 14.57
C 8.08 15.59 13.84
O 6.95 15.63 14.32
O 8.41 14.96 12.75
H 11.03 15.66 13.91
H 11.00 17.29 14.02
H 8.82 17.30 14.88
H 9.51 15.80 15.51
O 11.95 16.97 10.62
S 13.28 16.83 9.96
C 14.04 15.42 10.80
C 13.75 14.00 10.26
C 13.94 12.87 11.20
C 13.17 12.89 12.53
S 11.32 12.91 12.51
O 10.97 14.01 11.46
C 11.15 11.32 11.84
C 10.93 10.30 12.78
C 10.75 9.05 12.21
C 10.88 8.82 10.85
C 11.06 9.90 9.97
C 11.26 11.17 10.48
C 13.22 16.29 8.24
C 14.47 16.02 7.67
C 14.50 15.50 6.35
C 13.34 15.50 5.58
C 12.11 15.90 6.17
C 12.04 16.25 7.52
H 13.73 15.58 11.82
H 15.14 15.63 10.81
H 14.42 13.79 9.45
H 12.75 14.01 9.83
H 14.98 12.77 11.46
H 13.70 11.91 10.64
H 13.48 13.79 13.09
H 13.35 11.99 13.18
H 10.94 10.48 13.85
H 10.44 8.21 12.83
H 10.67 7.85 10.44
H 11.06 9.73 8.92
H 11.43 12.07 9.92
H 15.39 16.30 8.19
H 15.44 15.13 5.94
H 13.35 15.29 4.53
H 11.19 15.86 5.62
H 11.15 16.62 8.00
N 14.66 24.64 10.22
C 13.82 23.83 10.27
C 12.84 22.87 10.41
C 12.47 22.08 9.32
C 11.42 21.16 9.45
N 10.81 21.00 10.60
C 11.15 21.72 11.67
C 12.17 22.63 11.66
H 12.98 22.20 8.36
H 11.08 20.57 8.64
H 10.55 21.61 12.57
H 12.59 23.10 12.57
C 7.62 14.95 9.74
N 7.02 16.30 9.82
C 5.58 16.31 10.07
C 7.81 17.35 10.21
N 9.05 17.18 10.61
N 7.31 18.62 10.00
C 6.61 18.90 8.74
C 7.73 19.74 10.74
H 7.02 14.31 9.04
H 7.64 14.43 10.70
H 8.62 15.05 9.35
H 5.36 15.51 10.78
H 4.94 16.15 9.18
H 5.35 17.28 10.56
H 9.62 18.03 10.52
H 6.63 17.98 8.13
H 7.11 19.70 8.14
H 5.53 19.12 8.93
H 6.85 20.36 10.89
H 8.50 20.34 10.26
H 8.03 19.47 11.74
```

Values from the calculation:
2S+1: 1
HOMO energy (eV): -11.0
Charge: +1
Orbital gap (eV): 8.724
F_max (eV Å⁻¹): 4.33
Total energy (Eh): -4333.441530

=====

Record 6
The following is a quantum chemistry calculation of C29H40AsNO2S5SbTi as an isolated structure, from the Open Molecules 2025 dataset.

XYZ file:
```
80
Properties=species:S:1:pos:R:3
Ti -0.84 -1.97 0.36
O 1.33 2.45 0.40
S 1.20 3.17 1.70
C -0.58 3.33 2.04
C -1.45 2.28 1.37
C -1.67 2.58 -0.11
C -2.92 1.93 -0.70
S -2.81 0.10 -0.85
O -1.32 -0.21 -0.78
C -3.24 -0.05 -2.57
C -4.49 0.38 -3.00
C -4.85 0.20 -4.32
C -3.97 -0.43 -5.20
C -2.74 -0.89 -4.75
C -2.36 -0.69 -3.42
C 1.60 2.02 3.01
C 2.12 2.53 4.20
C 2.53 1.65 5.19
C 2.46 0.28 4.98
C 1.94 -0.22 3.79
C 1.49 0.66 2.81
H -0.85 4.33 1.70
H -0.67 3.32 3.13
H -2.42 2.30 1.88
H -1.06 1.27 1.50
H -0.79 2.31 -0.68
H -1.82 3.66 -0.23
H -3.15 2.33 -1.69
H -3.77 2.11 -0.04
H -5.19 0.84 -2.30
H -5.82 0.53 -4.67
H -4.26 -0.59 -6.23
H -2.07 -1.43 -5.40
H -1.43 -1.11 -3.05
H 2.21 3.60 4.34
H 2.93 2.04 6.12
H 2.80 -0.40 5.74
H 1.86 -1.28 3.62
H 1.05 0.27 1.90
S -0.26 -3.40 -3.13
Sb -1.18 -4.59 -1.35
S -2.83 -3.00 -0.45
S 0.24 -4.08 0.61
C -1.48 -0.51 4.18
C -2.08 -1.38 3.08
C -3.47 -0.85 2.71
C -2.21 -2.82 3.58
N -1.26 -1.38 1.89
H -2.15 -0.48 5.04
H -1.32 0.51 3.82
H -0.52 -0.91 4.51
H -4.14 -0.86 3.58
H -3.89 -1.46 1.91
H -3.39 0.18 2.35
H -2.83 -2.87 4.49
H -1.22 -3.24 3.80
H -2.66 -3.44 2.80
C 3.09 -0.52 0.23
As 1.65 -1.30 -0.83
C 2.73 -2.75 -1.53
C 1.58 0.00 -2.31
C 2.89 0.26 -2.97
C 3.72 1.29 -2.53
C 4.95 1.51 -3.12
C 5.39 0.70 -4.16
C 4.57 -0.33 -4.60
C 3.33 -0.55 -4.02
H 4.02 -0.54 -0.34
H 3.21 -1.10 1.14
H 2.85 0.51 0.48
H 3.69 -2.35 -1.87
H 2.19 -3.24 -2.34
H 2.87 -3.46 -0.72
H 1.16 0.91 -1.86
H 0.85 -0.42 -3.01
H 3.37 1.93 -1.72
H 5.58 2.32 -2.76
H 6.35 0.87 -4.62
H 4.90 -0.97 -5.42
H 2.70 -1.36 -4.36
```

Values from the calculation:
2S+1: 1
HOMO energy (eV): -3.9
Charge: -1
Orbital gap (eV): 5.943
F_max (eV Å⁻¹): 0.71
Total energy (Eh): -6650.900426